{"formula": "H4N3O2P", "method": "ωB97M-V/def2-TZVPD", "relative_energy_ev": 0.211, "gap_ev": [8.31, 8.32], "homo_ev": [-9.3, -9.3], "charge": 0, "smiles": "NP(N)(=O)N=O", "symbols": ["N", "N", "N", "O", "O", "P", "H", "H", "H", "H"], "positions_angstrom": [[1.330, 1.071, -0.019], [-0.538, -0.539, 1.358], [-1.129, 0.437, -1.146], [2.445, 0.659, 0.239], [0.448, -1.604, -0.717], [0.070, -0.303, -0.185], [-0.738, 0.145, 2.038], [0.028, -1.418, 1.698], [-0.800, 0.100, -2.122], [-1.117, 1.452, -1.145]], "nbo_charge": [-0.137, -1.198, -1.165, -0.223, -1.073, 2.150, 0.407, 0.431, 0.411, 0.397]}

{"formula": "C2H3F2NOS", "method": "ωB97M-V/def2-TZVPD", "relative_energy_ev": 0.420, "gap_ev": 10.98, "homo_ev": -10.4, "charge": 0, "smiles": "FC(F)S.N=C=O", "symbols": ["C", "C", "N", "O", "F", "F", "S", "H", "H", "H"], "positions_angstrom": [[-2.432, -0.316, 0.274], [1.764, 0.440, -0.397], [-2.256, 0.024, 1.412], [-2.771, -0.871, -0.679], [1.250, 0.933, -1.481], [1.187, 1.124, 0.692], [1.599, -1.343, -0.452], [2.879, 0.729, -0.204], [-1.624, 0.511, 2.023], [0.405, -1.229, -1.187]], "nbo_charge": [0.852, 0.412, -0.776, -0.518, -0.314, -0.376, -0.034, 0.153, 0.441, 0.158]}

{"formula": "C32H27B4BrClO10P", "method": "ωB97M-V/def2-TZVPD", "gap_ev": 8.15, "homo_ev": -9.2, "charge": 0, "smiles": "CC[C@@H](Cl)B1OB(B(O)OC)OB(P(O)Br)O1.O=C1c2ccccc2C(=O)c2ccccc21.O=C1c2ccccc2C(=O)c2ccccc21", "symbols": ["C", "C", "C", "Cl", "B", "O", "B", "B", "O", "O", "C", "O", "B", "P", "O", "Br", "O", "H", "H", "H", "H", "H", "H", "H", "H", "H", "H", "H", "C", "C", "C", "C", "C", "C", "C", "O", "C", "C", "C", "C", "C", "C", "C", "O", "H", "H", "H", "H", "H", "H", "H", "H", "C", "C", "C", "C", "C", "C", "C", "O", "C", "C", "C", "C", "C", "C", "C", "O", "H", "H", "H", "H", "H", "H", "H", "H"], "positions_angstrom": [[-5.967, 8.034, 3.632], [-5.750, 6.528, 3.825], [-5.140, 6.143, 5.178], [-5.964, 6.964, 6.543], [-5.143, 4.587, 5.387], [-6.102, 3.909, 6.112], [-5.674, 2.773, 6.773], [-6.711, 1.490, 7.306], [-6.397, 0.764, 8.441], [-7.865, 1.208, 6.643], [-7.899, 1.295, 5.221], [-4.270, 2.666, 6.870], [-3.688, 2.797, 5.619], [-2.523, 1.353, 5.051], [-1.317, 1.418, 6.191], [-1.514, 2.281, 3.325], [-4.115, 3.828, 4.821], [-5.727, 8.323, 2.609], [-5.327, 8.616, 4.293], [-7.000, 8.315, 3.822], [-5.086, 6.149, 3.046], [-6.705, 6.010, 3.710], [-4.103, 6.484, 5.201], [-5.640, 0.181, 8.303], [-8.175, 2.299, 4.896], [-8.644, 0.584, 4.870], [-6.944, 1.017, 4.772], [-1.699, 1.474, 7.081], [0.856, -0.696, 4.194], [0.974, -2.027, 4.577], [1.713, -2.910, 3.808], [2.331, -2.466, 2.645], [2.199, -1.133, 2.252], [1.466, -0.249, 3.034], [2.822, -0.635, 0.991], [2.714, 0.524, 0.651], [3.577, -1.616, 0.158], [4.130, -1.192, -1.045], [4.843, -2.083, -1.829], [5.011, -3.400, -1.416], [4.460, -3.828, -0.220], [3.737, -2.941, 0.568], [3.133, -3.433, 1.841], [3.286, -4.579, 2.206], [0.286, -0.007, 4.803], [0.489, -2.374, 5.480], [1.819, -3.948, 4.093], [1.379, 0.784, 2.725], [3.990, -0.165, -1.352], [5.266, -1.755, -2.770], [5.568, -4.092, -2.034], [4.578, -4.849, 0.116], [1.195, -1.501, -4.714], [0.538, -0.838, -5.745], [1.004, -0.938, -7.045], [2.136, -1.695, -7.320], [2.804, -2.348, -6.283], [2.324, -2.256, -4.983], [4.045, -3.135, -6.536], [4.625, -3.701, -5.633], [4.554, -3.193, -7.937], [5.732, -3.881, -8.197], [6.217, -3.957, -9.491], [5.523, -3.350, -10.533], [4.351, -2.660, -10.279], [3.864, -2.573, -8.981], [2.612, -1.801, -8.730], [2.006, -1.276, -9.639], [0.827, -1.427, -3.699], [-0.340, -0.242, -5.532], [0.502, -0.434, -7.859], [2.847, -2.776, -4.192], [6.257, -4.350, -7.376], [7.137, -4.490, -9.692], [5.902, -3.415, -11.545], [3.801, -2.180, -11.077]], "lowdin_charge": [-0.120, -0.266, -0.549, 0.667, -0.568, 0.283, -0.334, -0.456, 0.155, 0.050, -0.052, 0.212, -0.740, 0.572, -0.403, 0.360, 0.240, 0.071, 0.064, 0.070, 0.119, 0.115, 0.114, 0.110, 0.098, 0.096, 0.096, 0.057, -0.060, -0.051, -0.003, -0.084, -0.080, -0.008, -0.278, 0.106, -0.084, -0.004, -0.063, -0.052, -0.001, -0.083, -0.278, 0.106, 0.068, 0.108, 0.120, 0.102, 0.120, 0.109, 0.110, 0.120, -0.052, -0.054, -0.001, -0.083, -0.082, -0.003, -0.276, 0.099, -0.083, -0.003, -0.057, -0.056, -0.002, -0.082, -0.277, 0.108, 0.109, 0.108, 0.120, 0.111, 0.120, 0.107, 0.107, 0.120]}

{"formula": "C35H37GeIrNO6P2S2", "method": "ωB97M-V/def2-TZVPD", "relative_energy_ev": 0.000, "gap_ev": 7.42, "homo_ev": -5.0, "charge": -1, "symbols": ["Ir", "C", "N", "P", "C", "C", "C", "C", "C", "C", "C", "C", "C", "C", "C", "C", "P", "C", "C", "C", "C", "C", "C", "C", "C", "C", "C", "C", "C", "H", "H", "H", "H", "H", "H", "H", "H", "H", "H", "H", "H", "H", "H", "H", "H", "H", "H", "H", "H", "H", "H", "H", "O", "S", "O", "O", "C", "C", "C", "C", "C", "C", "S", "O", "O", "O", "H", "H", "H", "H", "C", "Ge", "C", "C", "C", "H", "H", "H", "H", "H", "H", "H", "H", "H", "H"], "positions_angstrom": [[0.591, 1.284, -0.257], [-2.461, -0.086, 1.813], [-2.455, -0.115, 0.328], [-1.684, -1.629, -0.149], [-3.093, -2.767, 0.175], [-2.788, -4.121, 0.288], [-3.791, -5.062, 0.478], [-5.114, -4.655, 0.577], [-5.428, -3.305, 0.483], [-4.425, -2.369, 0.278], [-1.772, -1.626, -1.982], [-2.765, -2.265, -2.721], [-2.746, -2.223, -4.107], [-1.742, -1.529, -4.772], [-0.741, -0.899, -4.047], [-0.746, -0.967, -2.663], [-1.695, 1.292, -0.334], [-2.576, 1.528, -1.914], [-3.786, 0.910, -2.211], [-4.447, 1.194, -3.396], [-3.908, 2.108, -4.292], [-2.704, 2.731, -3.998], [-2.037, 2.442, -2.817], [-2.494, 2.611, 0.655], [-3.870, 2.835, 0.613], [-4.441, 3.833, 1.385], [-3.638, 4.626, 2.199], [-2.270, 4.415, 2.238], [-1.696, 3.408, 1.468], [-2.843, -1.036, 2.184], [-3.130, 0.701, 2.158], [-1.464, 0.083, 2.231], [-1.752, -4.439, 0.226], [-3.538, -6.112, 0.559], [-5.898, -5.385, 0.732], [-6.459, -2.982, 0.563], [-4.663, -1.314, 0.198], [-3.569, -2.791, -2.217], [-3.527, -2.720, -4.669], [-1.742, -1.482, -5.854], [0.051, -0.350, -4.542], [0.028, -0.459, -2.102], [-4.202, 0.192, -1.515], [-5.381, 0.694, -3.624], [-4.423, 2.326, -5.220], [-2.271, 3.437, -4.696], [-1.082, 2.905, -2.606], [-4.495, 2.227, -0.030], [-5.510, 4.001, 1.348], [-4.084, 5.411, 2.798], [-1.637, 5.029, 2.866], [-0.624, 3.251, 1.509], [2.133, 1.493, 3.670], [1.844, 1.738, 2.280], [1.625, 3.114, 1.878], [0.704, 0.852, 1.807], [2.697, 0.916, -0.162], [3.219, 1.093, 1.257], [4.439, 1.953, 1.369], [4.918, 2.642, 0.335], [4.269, 2.633, -0.971], [3.248, 1.805, -1.194], [2.281, 1.940, -2.701], [0.915, 2.253, -2.083], [2.749, 3.074, -3.448], [2.254, 0.666, -3.381], [3.416, 0.126, 1.728], [4.920, 2.001, 2.338], [5.802, 3.255, 0.466], [4.576, 3.330, -1.740], [4.092, -2.192, 0.791], [2.149, -1.956, 0.479], [1.266, -2.165, 2.208], [1.644, -3.409, -0.742], [1.999, -0.280, -0.528], [4.370, -3.236, 0.631], [4.369, -1.925, 1.812], [4.674, -1.574, 0.106], [1.493, -3.164, 2.590], [0.188, -2.053, 2.111], [1.621, -1.423, 2.923], [1.924, -4.373, -0.309], [2.168, -3.295, -1.693], [0.576, -3.414, -0.944], [2.031, -0.506, -1.589]], "lowdin_charge": [0.973, -0.171, -0.487, 1.055, -0.387, -0.103, -0.091, -0.101, -0.088, -0.104, -0.359, -0.094, -0.091, -0.082, -0.054, -0.118, 0.858, -0.332, -0.109, -0.086, -0.095, -0.074, -0.077, -0.331, -0.087, -0.089, -0.094, -0.069, -0.073, 0.068, 0.074, 0.060, 0.099, 0.098, 0.095, 0.098, 0.093, 0.095, 0.096, 0.098, 0.103, 0.038, 0.085, 0.099, 0.095, 0.103, 0.083, 0.099, 0.097, 0.096, 0.106, 0.063, -0.308, 0.489, -0.323, -0.499, -0.449, -0.303, -0.068, -0.073, -0.052, -0.245, 0.522, -0.495, -0.305, -0.317, 0.090, 0.112, 0.099, 0.106, -0.210, 0.811, -0.216, -0.217, -0.333, 0.010, 0.014, 0.023, 0.018, -0.023, 0.012, 0.013, 0.023, -0.024, 0.035]}

{"formula": "C37H28Cl2CoN5O2Te", "method": "ωB97M-V/def2-TZVPD", "relative_energy_ev": 7.124, "spin_multiplicity": 2, "gap_ev": [3.82, 4.14], "s_squared": 0.771, "homo_ev": [-2.9, -3.2], "charge": -1, "symbols": ["Co", "C", "C", "C", "C", "C", "C", "N", "C", "C", "C", "C", "C", "C", "N", "N", "C", "C", "C", "C", "C", "N", "H", "H", "H", "H", "H", "H", "H", "H", "H", "H", "H", "H", "H", "Cl", "C", "C", "C", "C", "C", "Cl", "C", "N", "C", "C", "C", "C", "C", "C", "C", "C", "O", "O", "H", "H", "H", "H", "H", "H", "H", "H", "H", "H", "Te", "C", "C", "C", "C", "C", "C", "H", "H", "H", "H", "H"], "positions_angstrom": [[-0.132, 1.764, 0.077], [-5.106, -0.220, 1.444], [-4.090, -0.795, 0.541], [-2.812, 0.106, 0.429], [-2.922, 1.543, 0.815], [-3.917, 1.888, 1.749], [-4.943, 0.995, 2.069], [-1.966, 2.323, 0.354], [-2.064, 3.730, 0.330], [-3.224, 4.513, 0.292], [-3.142, 5.896, 0.296], [-1.889, 6.529, 0.345], [-0.722, 5.794, 0.315], [-0.795, 4.389, 0.236], [0.236, 3.541, 0.106], [1.551, 3.939, 0.350], [2.257, 2.838, 0.329], [3.523, 2.800, 1.065], [3.903, 1.651, 1.633], [3.185, 0.365, 1.320], [2.332, 0.404, 0.071], [1.695, 1.684, -0.107], [-5.965, -0.848, 1.657], [-3.739, -1.917, -1.236], [-2.296, -0.008, -0.523], [-3.898, 2.857, 2.223], [-5.667, 1.308, 2.814], [-4.194, 4.040, 0.227], [-4.051, 6.486, 0.253], [-1.839, 7.612, 0.385], [0.255, 6.264, 0.310], [4.033, 3.738, 1.256], [4.771, 1.614, 2.287], [3.907, -0.459, 1.320], [2.724, 0.001, -0.860], [5.878, -3.188, 1.150], [5.971, -2.005, -0.135], [7.084, -1.193, -0.159], [7.210, -0.234, -1.147], [6.207, -0.123, -2.088], [5.083, -0.938, -2.059], [3.933, -0.625, -3.326], [4.898, -1.916, -1.056], [3.840, -2.804, -0.866], [2.515, -2.880, -1.427], [2.362, -3.488, -2.670], [1.111, -3.634, -3.242], [-0.010, -3.200, -2.543], [0.138, -2.655, -1.278], [1.394, -2.489, -0.685], [1.480, -1.960, 0.729], [1.324, -0.437, 0.862], [2.016, -0.015, 2.121], [0.015, -0.058, 0.759], [7.842, -1.317, 0.605], [8.069, 0.427, -1.173], [6.269, 0.620, -2.874], [3.902, -3.244, 0.030], [3.251, -3.827, -3.189], [1.011, -4.092, -4.220], [-1.002, -3.307, -2.974], [-0.736, -2.339, -0.719], [2.409, -2.257, 1.212], [0.665, -2.388, 1.312], [-1.789, -1.051, 1.944], [-3.626, -1.877, 1.456], [-4.570, -1.310, -0.859], [-5.815, -2.139, -0.873], [-6.095, -3.164, -0.046], [-5.321, -3.680, 1.066], [-4.226, -3.141, 1.681], [-4.675, -0.460, -1.538], [-6.567, -1.881, -1.612], [-7.027, -3.691, -0.240], [-5.660, -4.629, 1.469], [-3.754, -3.773, 2.430]], "mulliken_spin": [1.021, -0.004, -0.001, 0.008, -0.016, -0.008, 0.002, 0.012, 0.029, -0.008, 0.018, -0.009, 0.007, -0.014, -0.023, -0.022, 0.012, -0.007, 0.007, -0.001, -0.046, 0.003, 0.000, 0.000, 0.007, 0.000, 0.000, 0.000, 0.002, -0.001, 0.003, -0.001, 0.000, -0.001, 0.000, 0.000, 0.000, 0.000, 0.000, 0.000, 0.000, 0.000, -0.001, 0.000, 0.002, 0.000, 0.000, 0.000, -0.001, -0.005, 0.003, 0.026, 0.000, 0.001, 0.000, 0.000, 0.000, 0.000, 0.000, 0.000, 0.000, -0.002, 0.001, 0.001, 0.000, 0.004, -0.001, 0.002, -0.001, 0.004, -0.002, 0.000, 0.000, 0.000, 0.000, 0.000]}

{"formula": "C2H6Cl", "method": "ωB97M-V/def2-TZVPD", "relative_energy_ev": 0.719, "spin_multiplicity": 2, "gap_ev": [10.12, 11.58], "s_squared": 0.754, "homo_ev": [-9.1, -11.8], "charge": 0, "symbols": ["Cl", "H", "C", "C", "H", "H", "H", "H", "H"], "positions_angstrom": [[0.104, -3.169, 0.569], [-0.256, -2.017, 0.443], [-0.880, 0.630, -0.105], [0.605, 1.052, -0.225], [-1.292, -0.155, -0.928], [-1.235, 0.239, 0.980], [0.704, 2.164, -0.459], [1.131, 0.816, 0.754], [1.120, 0.440, -1.030]], "mulliken_spin": [0.007, 0.000, 0.936, -0.048, 0.006, 0.007, 0.050, 0.020, 0.021]}

{"formula": "C5H9N3S", "method": "ωB97M-V/def2-TZVPD", "relative_energy_ev": 2.092, "gap_ev": 8.25, "homo_ev": -7.4, "charge": 0, "smiles": "[H]/N=c1/[nH]ccs1.C=NC", "symbols": ["C", "C", "C", "C", "C", "N", "N", "N", "S", "H", "H", "H", "H", "H", "H", "H", "H", "H"], "positions_angstrom": [[2.265, 1.205, 0.553], [3.318, 0.389, 0.293], [1.132, -0.312, -0.736], [-1.705, -0.718, 1.300], [-2.572, 0.129, -0.658], [1.070, 0.828, -0.019], [0.105, -0.786, -1.248], [-1.516, 0.009, 0.322], [2.829, -0.938, -0.693], [2.284, 2.093, 1.195], [4.218, 0.282, 0.755], [-0.018, 0.934, 0.283], [-2.531, -1.323, 1.366], [-1.082, -0.861, 2.113], [-2.161, -0.201, -1.734], [-3.506, -0.299, -0.417], [-2.688, 1.166, -0.837], [0.557, -1.597, -1.838]], "nbo_charge": [-0.003, -0.472, 0.304, -0.030, -0.445, -0.650, -0.741, -0.392, 0.250, 0.217, 0.229, 0.470, 0.132, 0.165, 0.243, 0.182, 0.204, 0.337]}

{"formula": "C3H2FKO2", "method": "ωB97M-V/def2-TZVPD", "relative_energy_ev": 4.229, "gap_ev": [4.67, 4.67], "homo_ev": [-5.8, -5.8], "charge": 0, "symbols": ["O", "O", "C", "C", "C", "H", "H", "F", "K"], "positions_angstrom": [[0.568, 0.868, 0.629], [0.893, 0.129, -1.542], [-0.762, 0.465, 1.068], [-0.731, -0.785, 0.291], [0.417, -0.372, -0.525], [-0.700, 0.252, 2.150], [-0.629, -1.706, 0.875], [-0.862, -1.521, -1.183], [1.806, 2.670, -1.763]], "nbo_charge": [-0.747, -0.645, -0.244, -0.057, 0.790, 0.176, 0.219, -0.479, 0.986]}